The following is a quantum chemistry calculation of a molecular structure, C50H49DyN6O3P2S2 in a non-equilibrium geometry, from the Open Molecules 2025 dataset.

- total charge = +2
- expectation value of S² = 9.3323
- HOMO (spin up / spin down) (eV) = -12.098 / -12.097
- 2S+1 = 6

Each line ends with the Löwdin spin population.
Atoms and positions in Å:
1 H -2.440 -2.555 4.210  0.000
2 O -0.747 -1.189 -1.343  -0.009
3 C 3.100 5.400 2.193  0.000
4 C 3.229 4.405 -0.430  0.000
5 C 0.323 3.757 -1.908  0.000
6 H -4.594 -4.202 -1.947  0.000
7 H 1.485 -1.831 -5.005  0.000
8 C -0.438 2.913 -2.775  0.000
9 C -2.320 -0.621 5.185  0.000
10 C 4.198 5.690 1.395  0.000
11 H -0.890 2.001 -2.332  0.000
12 H 3.691 1.893 1.734  0.000
13 C -1.857 -3.693 2.093  0.000
14 H -0.043 4.822 -5.561  0.000
15 H -6.589 -1.003 0.235  0.000
16 H 1.193 -2.563 2.906  0.000
17 C -0.039 4.507 -4.533  0.000
18 H -3.959 -3.502 2.536  0.000
19 N -2.034 -0.672 -7.664  0.000
20 C 4.257 5.236 0.076  0.000
21 C -2.035 -6.258 3.321  0.000
22 N 2.966 0.335 0.410  -0.004
23 C -4.513 -1.355 0.743  -0.001
24 C 2.121 4.543 1.723  0.000
25 H 1.180 5.745 -1.585  0.000
26 H -1.950 -1.299 -8.501  0.000
27 C -3.336 -2.066 0.407  -0.001
28 H -1.942 6.636 1.643  0.000
29 H 1.325 4.138 2.414  0.000
30 H 3.092 5.753 3.235  0.000
31 H -3.337 -0.606 -5.500  0.000
32 H 0.208 -4.151 1.780  0.000
33 H -1.112 2.604 -4.823  0.000
34 C -0.735 -4.507 2.153  0.000
35 S -1.490 1.046 1.118  -0.001
36 O -0.003 -3.403 -2.079  0.000
37 C -0.760 5.090 0.873  0.000
38 C -5.693 -1.665 0.074  0.000
39 H 5.408 -4.631 -1.822  0.000
40 P 0.782 3.138 -0.332  0.000
41 C -3.190 -5.443 3.133  0.000
42 H -4.531 -0.434 1.410  0.000
43 C -1.690 2.861 1.114  0.000
44 C -1.914 5.583 1.500  0.000
45 H -2.472 1.372 5.891  0.000
46 C -2.250 -1.465 4.086  0.000
47 C 4.581 -3.917 -1.885  0.000
48 H 5.194 -1.630 3.217  0.000
49 C -0.811 -5.776 2.788  0.000
50 H -2.440 -3.315 -1.110  0.000
51 C -1.755 -1.118 -4.034  0.000
52 C 0.420 -1.701 -5.103  0.000
53 H 3.239 -2.319 4.074  0.000
54 C 0.681 5.329 -3.639  0.000
55 C 3.252 0.894 1.733  0.000
56 C 2.580 -2.178 -2.003  -0.001
57 C -2.296 -0.935 -5.323  0.000
58 C 4.147 -3.384 -3.099  0.000
59 C -2.337 0.755 5.040  0.000
60 O 0.121 0.724 1.201  -0.010
61 N 1.820 -1.802 2.624  -0.012
62 C 4.253 0.138 2.657  0.000
63 H 2.255 0.997 2.200  0.000
64 C -2.171 1.299 3.797  0.000
65 H 1.018 6.271 -3.998  0.000
66 H -3.934 5.229 2.168  0.000
67 H 4.263 -3.892 0.252  0.000
68 H 5.258 0.627 2.555  0.000
69 H -2.389 -1.011 6.177  0.000
70 C -0.578 3.253 -4.119  0.000
71 C -0.155 -1.634 -6.356  0.000
72 C -0.694 3.713 0.600  0.000
73 H -2.358 -0.924 -3.166  0.000
74 C 4.371 -1.394 2.527  0.000
75 C 0.737 5.050 -2.283  0.000
76 N 2.923 -2.672 -0.740  -0.007
77 Dy 0.929 -1.022 0.365  5.064
78 H -4.168 -5.769 3.436  0.000
79 H 4.645 -3.565 -4.090  0.000
80 H 4.959 6.345 1.751  0.000
81 C 3.981 -3.525 -0.718  0.000
82 N 3.178 -2.473 -3.136  0.000
83 H 4.031 0.423 3.710  0.000
84 N 1.519 -1.295 -1.919  -0.006
85 C -4.609 -3.368 -1.227  0.000
86 H 3.762 -0.195 0.078  0.000
87 H 3.276 3.926 -1.456  0.000
88 C -0.371 -1.523 -3.976  0.000
89 H -3.706 2.687 1.758  0.000
90 H 0.028 -6.482 2.793  0.000
91 H 0.356 -1.983 -7.264  0.000
92 H -2.058 2.381 3.704  0.000
93 H -2.146 -7.169 3.932  0.000
94 H 3.342 -3.296 2.586  0.000
95 C -3.096 -4.164 2.573  0.000
96 H 1.530 -1.043 3.235  0.000
97 C -3.002 4.792 1.786  0.000
98 H -2.968 -0.270 -7.523  0.000
99 S 0.098 -1.993 -2.306  -0.003
100 H -6.755 -2.978 -1.257  0.000
101 P -1.796 -2.046 1.354  -0.008
102 H 4.831 -1.739 1.568  0.000
103 C -2.143 -0.939 2.796  0.000
104 C 3.180 -2.263 2.969  0.000
105 H 2.711 1.101 -0.244  0.000
106 H 5.076 5.447 -0.598  0.000
107 C -1.474 -1.099 -6.475  0.000
108 H -0.022 5.761 0.462  0.000
109 C 2.082 4.153 0.351  0.000
110 C -5.788 -2.732 -0.803  0.000
111 C -2.917 3.409 1.567  0.000
112 C -3.370 -2.971 -0.697  0.000
113 C -1.976 0.449 2.709  0.000


The following is a quantum chemistry calculation of a molecular structure, C39H57BGeN12O3Si3Sr, from the Open Molecules 2025 dataset.

- energy above the lowest of the compared OMol25 structures with the same formula, charge and spin (kJ/mol) = 0.0
- HOMO (eV) = -8.089

Each line ends with the Mulliken charge.
Atoms and positions in Å:
1 N -2.717 -0.319 0.970  -0.232
2 Si -0.865 -1.782 -3.145  1.160
3 H 3.485 0.224 3.640  0.384
4 H 5.850 1.262 1.979  0.361
5 H -2.263 2.145 -6.798  0.472
6 H -1.123 4.048 -4.057  0.343
7 C -2.488 1.230 -0.493  -0.763
8 H -1.177 -3.475 3.386  0.542
9 C 0.237 -3.259 -2.781  -1.247
10 H -0.521 2.310 -6.590  0.327
11 H -1.681 2.058 5.601  0.441
12 C -3.860 0.957 -0.420  -1.721
13 N 0.348 1.566 -1.809  0.290
14 N 4.053 2.017 -0.169  -0.066
15 C -0.717 -3.230 2.443  -0.348
16 H 4.472 2.519 0.598  0.382
17 C 2.713 -1.724 -4.630  -1.243
18 Ge 0.129 0.423 -3.351  -0.193
19 Sr 0.794 0.109 0.692  1.091
20 H -1.956 1.938 -1.106  0.150
21 C 2.309 4.114 -5.096  -1.332
22 C 3.681 0.974 -3.839  -0.511
23 H 0.154 4.049 2.654  0.431
24 C 2.804 0.205 2.769  -0.191
25 H 4.831 -1.908 1.151  0.357
26 C 1.961 0.571 -6.395  -1.103
27 H 2.938 -2.095 -3.630  0.119
28 B -2.242 -1.163 2.170  0.720
29 H -0.323 5.181 -2.113  0.343
30 H 1.994 -2.393 -5.102  0.384
31 N -4.229 -2.635 1.981  -1.187
32 H 6.875 -0.110 1.568  0.393
33 H 0.980 2.532 1.008  0.231
34 H -1.184 6.722 -0.409  0.454
35 C -2.426 -2.037 -2.141  -0.955
36 Si 2.197 0.080 -4.593  0.884
37 H -2.883 -2.068 4.873  0.603
38 C -4.487 -3.394 4.088  -1.054
39 C -4.903 -3.474 2.746  -0.255
40 H 1.149 -3.200 -0.210  0.236
41 H 2.870 0.309 -6.945  0.437
42 H 2.173 4.043 -6.168  0.423
43 C 2.603 4.328 -2.365  -0.294
44 H -4.661 1.409 -0.980  0.488
45 N -3.383 -1.974 2.805  0.628
46 H 3.993 5.434 -5.243  0.403
47 C 3.477 4.998 -3.205  -1.042
48 H -4.080 1.518 -3.846  0.469
49 H -2.035 -1.198 -5.340  0.258
50 H -2.109 3.371 -2.753  0.308
51 N -1.132 -2.164 1.727  0.947
52 H -0.949 6.169 1.999  0.409
53 H -4.809 -0.578 0.903  0.621
54 N -1.806 0.466 0.351  1.296
55 C -2.302 0.421 4.266  -0.119
56 H 3.638 -1.758 -5.217  0.436
57 H 3.155 2.373 -0.455  -0.397
58 H -0.394 -1.812 -5.614  0.267
59 C -0.357 1.373 3.934  -0.529
60 C 3.326 4.899 -4.580  -0.805
61 C 4.991 -1.379 0.209  -0.353
62 C -3.961 -0.036 0.528  -0.259
63 C 0.754 2.780 -1.838  -0.654
64 C -3.364 0.771 -4.197  -0.894
65 H 1.776 1.632 -6.550  0.151
66 H 1.306 -3.108 -2.868  0.058
67 H -3.344 -1.848 -2.695  0.743
68 H -0.055 -4.028 -3.507  0.484
69 H 1.135 0.013 -6.838  0.244
70 C -0.581 5.488 1.243  -0.778
71 N 5.173 0.043 0.404  0.190
72 H 0.686 2.803 -4.691  -0.376
73 C -1.935 3.359 -3.831  -1.367
74 H 3.440 1.532 -2.938  -0.345
75 H -5.662 -4.104 2.309  0.449
76 H -3.344 -0.024 -3.458  -0.139
77 O 2.521 1.316 2.230  -0.323
78 H -4.847 -3.948 4.938  0.425
79 N 3.219 -0.111 -0.717  0.281
80 C 3.699 -1.399 -0.611  -0.115
81 H 4.136 1.666 -4.550  0.550
82 O 3.175 -2.395 -1.055  -0.656
83 H -1.239 0.707 -6.748  0.279
84 C -0.712 5.796 -0.105  -1.011
85 C -0.232 4.923 -1.066  -0.185
86 C 0.293 -3.858 1.751  -1.776
87 H -3.749 0.362 -5.135  0.390
88 H -2.839 3.753 -4.305  0.580
89 H 0.542 1.969 3.960  0.680
90 H -2.450 -3.080 -1.816  0.454
91 O 2.375 -0.904 2.382  -0.453
92 C 1.463 3.408 -4.252  1.246
93 C 0.358 3.707 -0.710  0.254
94 N -0.439 -2.091 0.564  -0.390
95 C -1.486 1.409 4.765  -1.851
96 H 0.019 -3.664 -1.797  0.584
97 H 0.848 -4.731 2.046  0.508
98 H 4.431 0.223 -3.572  0.489
99 Si -1.695 1.600 -4.466  0.558
100 C -3.506 -2.435 4.076  -0.313
101 C 0.486 3.416 0.641  0.745
102 H 4.261 5.613 -2.783  0.447
103 H 5.816 -1.835 -0.339  0.470
104 N -0.488 0.442 3.001  0.936
105 C 0.433 -3.094 0.588  -0.001
106 C 4.131 0.676 -0.148  -0.085
107 C -1.384 1.701 -6.321  -1.322
108 C -1.285 -1.908 -4.989  -1.336
109 N -1.672 -0.169 3.226  -0.509
110 H 6.857 1.303 0.508  0.322
111 C 1.590 3.504 -2.870  0.914
112 H -1.687 -2.913 -5.154  0.559
113 H -2.418 -1.424 -1.239  -0.222
114 H -3.287 0.113 4.571  0.696
115 H 2.700 4.459 -1.295  0.436
116 C 0.031 4.302 1.609  -1.150
117 C 6.242 0.668 1.150  -1.158


The following is a quantum chemistry calculation of 2 unconnected molecules or ions with the total composition C8H11N3 in a non-equilibrium geometry, from the Open Molecules 2025 dataset.

- energy above the lowest of the compared OMol25 structures with the same formula, charge and spin (kJ/mol) = 845.6
- HOMO (spin up / spin down) (eV) = -7.456 / -8.361

Each line ends with the natural charge from an NBO analysis.
Atoms and positions in Å:
1 C -0.380 1.706 2.128  0.229
2 N -2.627 1.865 1.128  -0.251
3 H 1.936 1.381 -0.218  0.215
4 C 1.383 0.861 -0.978  -0.465
5 H 1.730 1.069 -1.871  0.200
6 H -0.061 -2.505 -1.233  0.217
7 C -2.225 2.511 3.230  0.259
8 H -1.710 2.785 4.179  0.239
9 N -3.480 2.761 3.020  -0.453
10 H 1.476 -2.042 -1.944  0.207
11 C 0.618 -0.442 -0.612  -0.117
12 H -0.898 1.338 -1.004  0.205
13 C 0.413 -1.556 -1.629  -0.606
14 H 0.134 -1.492 1.114  0.199
15 C -3.702 2.305 1.779  0.186
16 H 1.659 -1.748 0.853  0.208
17 H -4.596 2.273 1.175  0.219
18 C 0.933 -1.003 0.709  -0.595
19 H -0.163 -1.313 -2.617  0.218
20 H 1.145 -0.293 1.381  0.222
21 N -1.611 1.915 2.077  -0.448
22 C -0.056 0.808 -0.764  -0.090


The following is a quantum chemistry calculation of a molecular structure, C32H30ClCoN6O6S3Se, from the Open Molecules 2025 dataset.

- energy above the lowest of the compared OMol25 structures with the same formula, charge and spin (kJ/mol) = 0.0
- total charge = -1
- expectation value of S² = 3.7583
- HOMO (spin up / spin down) (eV) = -4.559 / -4.521
- 2S+1 = 4

Each line ends with the Löwdin spin population.
Atoms and positions in Å:
1 S -1.583 3.354 -3.823  0.003
2 C -1.318 1.922 -2.764  0.003
3 H 0.015 6.551 -4.077  0.000
4 C -3.340 1.456 0.319  0.003
5 H 3.100 4.344 -0.918  0.000
6 C -2.613 3.581 1.214  0.002
7 H -0.451 -0.192 5.892  0.000
8 C 1.749 -3.168 1.477  0.000
9 H 0.725 3.694 -0.975  0.000
10 H -1.986 -1.056 5.985  0.000
11 C -1.344 -3.956 -4.101  0.000
12 C 1.088 4.481 -1.627  0.001
13 H -2.108 0.760 4.205  0.000
14 N -0.468 -1.754 -2.670  0.006
15 H 2.322 -3.137 2.393  0.000
16 H -5.358 0.908 0.762  0.000
17 H -1.164 -0.578 -4.180  0.000
18 C -1.606 -0.195 4.046  0.002
19 C 0.692 6.078 -3.373  0.000
20 C -2.990 0.244 -0.411  0.026
21 C -3.338 -1.120 0.121  0.003
22 C -3.875 3.784 1.731  0.002
23 H -3.654 -1.067 1.161  0.000
24 N -2.310 0.286 -1.509  0.008
25 H -2.007 -2.510 -5.544  0.000
26 H -1.598 4.307 -1.635  0.000
27 H 0.109 1.888 5.212  0.000
28 H -1.668 -4.829 -4.651  0.000
29 N 0.537 -6.711 -0.591  0.000
30 Co -0.274 0.308 -0.583  2.740
31 H 1.553 -1.043 1.395  0.000
32 N 0.631 -1.897 -0.226  0.018
33 H -0.612 -1.776 5.139  0.000
34 H -1.006 2.289 2.965  0.000
35 H 0.551 2.104 2.156  0.000
36 C -0.026 1.816 3.032  0.000
37 Se -0.162 -7.858 -1.770  0.000
38 H -1.835 4.327 1.335  0.000
39 C 2.025 6.459 -3.335  0.000
40 H 1.651 1.579 4.377  0.000
41 Cl 3.009 1.014 0.927  0.002
42 O 3.589 2.315 0.801  0.003
43 H 2.385 7.232 -4.004  0.000
44 C -1.229 4.664 -2.596  0.000
45 H -4.145 -1.548 -0.480  0.001
46 H -2.291 -0.849 3.505  0.000
47 H 0.935 3.189 4.362  0.000
48 S 0.307 1.365 -2.568  0.070
49 C 2.425 4.853 -1.595  0.000
50 C 0.211 5.087 -2.522  0.000
51 C -4.590 1.663 0.897  0.002
52 S -0.257 0.042 2.849  0.003
53 C 0.697 -4.297 -0.329  0.001
54 C 1.324 -1.973 0.903  0.000
55 C 0.292 -5.510 -1.034  0.000
56 C 2.897 5.843 -2.446  0.000
57 H 1.688 -5.312 1.278  0.000
58 H -1.855 5.503 -2.908  0.000
59 O 1.610 1.078 0.489  0.018
60 C -1.133 -0.839 5.341  0.000
61 C -0.716 -4.121 -2.868  0.000
62 O -0.928 -0.228 1.520  0.017
63 C -2.274 2.393 0.509  0.007
64 C -4.880 2.821 1.597  0.000
65 C -1.059 -1.602 -3.838  0.001
66 H -5.865 2.986 2.012  0.000
67 H -2.477 -1.785 0.053  0.001
68 C -1.524 -2.680 -4.591  0.000
69 C 1.411 -4.350 0.867  -0.001
70 N -2.398 1.481 -2.226  0.006
71 C -0.311 -2.972 -2.178  0.000
72 H 3.942 6.127 -2.424  0.000
73 O 3.003 0.599 2.315  0.002
74 O -1.069 2.182 0.116  0.044
75 N -0.765 -6.559 -2.840  0.000
76 C 0.707 2.123 4.329  0.000
77 O 3.706 0.048 0.130  0.000
78 C 0.356 -3.051 -0.862  0.001
79 C -0.433 -5.426 -2.288  0.000
80 H -4.086 4.708 2.257  0.000